Run i
A gas-phase ion, C8H12N4 (charge +2). Source: the OMol25 dataset; level of theory: ωB97M-V/def2-TZVPD.

Charge ... +2
LUMO energy (alpha / beta) ... -10.9 / -10.9 eV
SMILES ... C/N=C/C=[NH+]\C=C1\C=[NH+]N=C1C
HOMO (alpha / beta) ... -17.9 / -17.9 eV

XYZ file:
```
24
Properties=species:S:1:pos:R:3:mulliken_charge:R:1
C 2.0094 -1.4825 1.7302 -0.81
C 0.6956 -0.8477 1.4975 0.17
C -0.0156 -1.0849 2.7301 0.89
C -1.3885 0.9893 -0.8865 -0.13
C -0.5954 1.1725 -2.0298 -0.17
C 0.1632 -0.2867 0.3581 0.08
C -1.4381 -0.8485 3.0274 -1.64
C 0.8468 0.7677 -3.8199 -0.76
N 0.7856 -1.6930 3.5927 -0.59
N 1.9683 -1.8922 2.9919 0.23
N -1.0538 0.2639 0.2603 0.12
N 0.2712 0.3470 -2.5427 -0.23
H 2.8770 -1.5625 1.2685 0.57
H -2.3917 1.4540 -0.9637 0.43
H -0.9512 2.0267 -2.5753 0.34
H 0.6995 -0.2170 -0.5527 0.81
H -1.7857 0.2525 3.0371 0.45
H -2.1461 -1.4044 2.3723 0.42
H -1.6793 -1.0752 4.0637 0.36
H 1.7589 0.2023 -3.7971 0.38
H 0.3402 0.2243 -4.6974 0.33
H 0.6062 1.8271 -3.9606 0.34
H 2.7139 -2.1925 3.6582 0.29
H -1.6865 0.1693 1.0616 0.11
```

Run ii
A gas-phase ion, C8H12N4 (charge +2). Source: the OMol25 dataset; level of theory: ωB97M-V/def2-TZVPD.

Charge ... +2
LUMO energy ... -7.8 eV
SMILES ... CC#[N+]N/C=C1\[C@H]2NC=C[N@@+]12C
HOMO ... -16.5 eV

XYZ file:
```
24
Properties=species:S:1:pos:R:3:mulliken_charge:R:1
C 0.5973 1.7684 0.6550 0.00
C -0.0915 0.7980 0.0845 -0.41
C 2.9290 -0.2204 -0.0741 0.66
C -1.7416 -1.1151 1.5124 -0.43
C -2.1463 0.1078 1.1702 -0.38
C -0.5352 -0.5396 -0.3974 -0.07
C 3.4954 -1.4428 -0.4469 -1.09
C -2.3072 1.2935 -0.9871 -0.79
N 2.6654 0.8239 0.3614 0.13
N 1.9273 1.7790 0.7796 -0.10
N -0.6808 -1.5382 0.6324 -0.25
N -1.5160 0.5170 -0.0018 0.43
H -0.0253 2.5844 1.0212 0.42
H -2.0657 -1.6934 2.3312 0.46
H -2.8005 0.7195 1.7506 0.44
H -0.4847 -0.8004 -1.4615 0.35
H 2.8286 -2.4135 -0.3691 0.34
H 3.5502 -1.5690 -1.5569 0.37
H 4.4434 -1.5352 0.0156 0.34
H -1.6308 1.9346 -1.6534 0.33
H -3.0280 0.6637 -1.6949 0.32
H -2.9626 1.9868 -0.3548 0.32
H 2.3150 2.5772 1.2075 0.29
H -0.5801 -2.4275 0.1921 0.31
```

The computed energies, referenced to the most stable structure and given in kcal/mol, are run i 0.0; run ii 40.8.

Run i
2 unconnected molecules or ions with the total composition H2O2. Source: the OMol25 dataset; level of theory: ωB97M-V/def2-TZVPD.

LUMO energy (alpha / beta) ... -2.1 / -2.1 eV
HOMO (alpha / beta) ... -11.5 / -11.5 eV

XYZ file:
```
4
Properties=species:S:1:pos:R:3:mulliken_charge:R:1
O 0.0231 -0.8177 -0.2434 -0.38
O 0.1388 1.0195 0.2322 -0.33
H 0.3060 -1.4035 0.5804 0.35
H -0.4679 1.2017 -0.5692 0.37
```

Run ii
2 unconnected molecules or ions with the total composition H2O2. Source: the OMol25 dataset; level of theory: ωB97M-V/def2-TZVPD.

LUMO energy (alpha / beta) ... 0.6 / -0.8 eV
HOMO (alpha / beta) ... -11.2 / -10.4 eV

XYZ file:
```
4
Properties=species:S:1:pos:R:3:mulliken_charge:R:1
O -0.7163 -0.5110 -0.0665 -0.17
O -0.2701 0.7113 0.0849 -0.23
H -0.8551 -0.7628 0.8398 0.37
H 1.8414 0.5625 -0.8582 0.04
```

The computed energies, referenced to the most stable structure and given in kcal/mol, are run i 0.0; run ii 47.1.

Run i
2 unconnected molecules or ions with the total composition C6H6N2O2. Source: the OMol25 dataset; level of theory: ωB97M-V/def2-TZVPD.

LUMO energy ... -0.1 eV
SMILES ... O=c1cc[nH]c(=O)[nH]1.C#C
HOMO ... -10.0 eV

XYZ file:
```
16
Properties=species:S:1:pos:R:3:mulliken_charge:R:1
C 0.9553 1.2281 2.0516 -0.24
C 1.8060 1.1156 2.9397 -0.12
C -0.9099 -0.3688 -2.1613 0.45
C -1.1205 0.8525 -1.3358 -0.47
C -0.6716 0.8516 -0.0870 -0.13
C 0.3920 -1.4403 -0.3090 0.42
H 0.1526 0.8280 1.2261 -0.09
H 2.5907 1.1130 3.7228 0.35
H -0.1171 -2.1273 -2.2120 0.25
H -1.7249 1.6438 -1.7850 0.38
H -0.9170 1.6612 0.7133 0.35
H 0.0880 -0.6132 1.4960 0.34
N -0.0428 -1.3483 -1.5560 -0.12
N 0.0236 -0.3473 0.4054 -0.19
O -1.4417 -0.5831 -3.2155 -0.55
O 0.9375 -2.4655 0.1068 -0.63
```

Run ii
2 unconnected molecules or ions with the total composition C6H6N2O2. Source: the OMol25 dataset; level of theory: ωB97M-V/def2-TZVPD.

LUMO energy ... -0.2 eV
SMILES ... O=c1cc[nH]c(=O)[nH]1.C#C
HOMO ... -9.6 eV

XYZ file:
```
16
Properties=species:S:1:pos:R:3:mulliken_charge:R:1
C 0.3151 0.5528 0.8101 0.58
C 0.5296 1.4939 1.7487 -0.63
C -0.4839 2.5004 1.8468 -0.07
C -1.6284 1.8493 -0.2485 0.32
C 1.8524 -5.3706 -2.6197 -0.34
C 1.7207 -4.2552 -2.1202 -0.49
H -0.7206 0.1720 -1.0348 0.32
H 1.3746 1.3024 2.4098 0.38
H -0.4981 3.3670 2.4374 0.41
H -2.1595 3.3093 1.0209 0.20
H 1.7404 -6.4381 -2.8784 0.33
H 1.7787 -3.2943 -1.7534 0.50
N -0.8899 0.6343 0.0420 -0.26
N -1.4603 2.6257 0.8822 -0.12
O 0.9702 -0.4459 0.5147 -0.63
O -2.4409 1.9971 -1.0575 -0.49
```

The computed energies, referenced to the most stable structure and given in kcal/mol, are run i 44.0; run ii 0.0.

Run i
2 unconnected molecules or ions with the total composition C4H8NO3. Source: the OMol25 dataset; level of theory: ωB97M-V/def2-TZVPD.

Charge ... -1
LUMO energy ... 4.0 eV
HOMO ... -4.3 eV

XYZ file:
```
16
Properties=species:S:1:pos:R:3:mulliken_charge:R:1
C -2.7900 -0.1365 -1.6835 -1.14
C -1.3001 -0.2709 -1.1336 0.63
O -0.5551 -0.9004 -1.9648 -0.74
O -1.0581 0.1295 0.0055 -0.73
H -2.8196 0.1714 -2.6914 0.34
H -3.1150 0.7790 -1.2330 0.33
H -3.1836 -1.0873 -1.5221 0.24
C 1.9602 -0.6479 0.4492 -0.66
C 2.0811 0.5604 1.3954 0.53
O 3.1854 1.1349 1.4784 -0.67
N 0.9239 0.8896 2.0549 -0.35
H 0.7114 1.5502 2.7757 0.21
H 0.1219 0.7007 1.4852 0.36
H 2.9806 -0.8510 0.1094 0.28
H 1.2857 -0.4334 -0.4639 0.12
H 1.5713 -1.5881 0.9383 0.25
```

Run ii
2 unconnected molecules or ions with the total composition C4H8NO3. Source: the OMol25 dataset; level of theory: ωB97M-V/def2-TZVPD.

Charge ... -1
LUMO energy ... 4.0 eV
HOMO ... -4.5 eV

XYZ file:
```
16
Properties=species:S:1:pos:R:3:mulliken_charge:R:1
C 2.9872 -0.5172 -0.1094 -0.28
C 3.0513 0.9852 0.2601 -0.98
C -3.3271 -0.6663 -0.1683 -0.89
C -1.7683 -0.8603 -0.0026 0.69
N 1.7217 -0.8234 -0.1508 0.12
O 1.2347 -2.0980 -0.4811 -0.46
O -1.1236 -0.2876 0.8400 -0.68
O -1.3694 -1.7077 -0.8733 -0.79
H 2.6575 1.6018 -0.5847 0.30
H 2.3823 1.4260 1.0019 0.32
H 4.0755 1.3845 0.3410 0.30
H -3.6783 -1.6228 -0.7008 0.25
H -3.8899 -0.3592 0.7159 0.30
H -3.3929 0.1146 -1.0048 0.18
H 1.1126 -0.1206 0.0599 0.14
H 0.1556 -1.8988 -0.6578 0.49
```

The computed energies, referenced to the most stable structure and given in kcal/mol, are run i 0.0; run ii 82.3.

Run i
2 unconnected molecules or ions with the total composition C4H8NO3. Source: the OMol25 dataset; level of theory: ωB97M-V/def2-TZVPD.

Charge ... -1
LUMO energy ... 4.0 eV
HOMO ... -4.5 eV

XYZ file:
```
16
Properties=species:S:1:pos:R:3:mulliken_charge:R:1
C 1.9857 0.5876 0.4289 -0.73
C 1.8694 -0.2077 -0.8544 0.58
O 2.2752 0.2499 -1.9177 -0.67
N 1.4121 -1.4911 -0.7691 -0.51
H 1.1965 -1.8912 -1.6738 0.26
H 0.6039 -1.6779 -0.1542 0.38
H 2.0537 -0.0831 1.2795 0.28
H 1.0482 1.1298 0.5158 0.12
H 2.8408 1.2406 0.2715 0.32
C -2.3751 0.9273 0.3784 -0.92
C -1.8825 -0.4989 0.6769 0.48
O -2.6840 -1.4064 0.3660 -0.73
O -0.6264 -0.6490 0.7593 -0.69
H -2.1147 1.1990 -0.6465 0.21
H -2.1497 1.6904 1.1181 0.28
H -3.4530 0.8807 0.2213 0.35
```

Run ii
A gas-phase ion, C4H8NO3 (charge -1). Source: the OMol25 dataset; level of theory: ωB97M-V/def2-TZVPD.

Charge ... -1
LUMO energy ... 3.7 eV
SMILES ... C[C@@H](CO)NC(=O)[O-]
HOMO ... -3.9 eV

XYZ file:
```
16
Properties=species:S:1:pos:R:3:mulliken_charge:R:1
C -1.3641 0.1516 1.1493 -1.32
C -0.3193 0.0111 0.0233 0.57
C 0.3692 1.3640 -0.2686 -0.75
O -0.1357 1.9821 -1.5018 -0.55
N 0.6847 -0.9845 0.3422 -0.28
C 0.9642 -2.0784 -0.5320 0.49
O 0.2207 -2.1882 -1.5306 -0.74
O 1.9397 -2.7866 -0.1883 -0.79
H -2.2711 -0.3651 0.8337 0.24
H -0.9801 -0.3728 2.0253 0.36
H -1.5563 1.1932 1.4153 0.35
H -0.7349 -0.2716 -0.9456 0.34
H 1.4435 1.2834 -0.3830 0.38
H 0.1433 2.1383 0.4739 0.22
H 0.5359 1.8314 -2.1815 0.30
H 1.0601 -0.9079 1.2685 0.19
```

The computed energies, referenced to the most stable structure and given in kcal/mol, are run i 0.0; run ii 20.9.

Run i
2 unconnected molecules or ions with the total composition CH2N2O3S. Source: the OMol25 dataset; level of theory: ωB97M-V/def2-TZVPD.

Charge ... -2
LUMO energy (alpha / beta) ... 6.9 / 6.9 eV
HOMO (alpha / beta) ... 1.3 / 1.3 eV

XYZ file:
```
9
Properties=species:S:1:pos:R:3:mulliken_charge:R:1
C 0.2636 0.3785 1.4998 0.36
N 0.7630 -1.2637 -0.0601 -0.50
N 1.1015 1.2710 1.3847 -0.56
O -1.5798 -0.9002 -1.7626 -0.70
O -0.8279 0.0102 1.8753 -0.49
O 1.1399 -0.8831 -2.4631 -0.46
S 0.3412 -0.4137 -1.2796 -0.09
H 0.7720 2.2390 1.7929 0.19
H -1.9735 -0.4380 -0.9874 0.25
```

Run ii
A gas-phase ion, CH2N2O3S (charge -2). Source: the OMol25 dataset; level of theory: ωB97M-V/def2-TZVPD.

Charge ... -2
LUMO energy ... 6.8 eV
HOMO ... 1.0 eV

XYZ file:
```
9
Properties=species:S:1:pos:R:3:mulliken_charge:R:1
C 1.2551 0.9788 0.0560 0.57
N 1.9495 0.0076 -0.2275 -0.41
N -0.4122 0.5623 -0.2489 -0.82
O 4.3356 -0.1297 -1.2804 -0.63
O 1.2739 2.0251 0.7516 -0.76
O 4.0875 -1.0179 1.0037 -0.64
S 3.7510 0.1548 0.0901 0.27
H -0.6093 0.9501 0.6820 0.17
H -0.5786 -0.4475 -0.3195 0.24
```

Run iii
2 unconnected molecules or ions with the total composition CH2N2O3S. Source: the OMol25 dataset; level of theory: ωB97M-V/def2-TZVPD.

Charge ... -2
LUMO energy (alpha / beta) ... 6.1 / 6.1 eV
HOMO (alpha / beta) ... 1.7 / 1.7 eV

XYZ file:
```
9
Properties=species:S:1:pos:R:3:mulliken_charge:R:1
C 0.0899 -0.9652 -0.1860 0.43
N -0.4459 0.0974 -0.0251 -0.36
N 2.7297 -0.1847 0.0856 -0.80
O -2.4048 1.7850 -0.6286 -0.59
O 0.3189 -2.1147 -0.4127 -0.47
O -2.7490 0.2879 1.2906 -0.60
S -2.3013 0.3875 -0.1277 0.42
H 2.2365 0.3771 0.7958 0.00
H 2.5258 0.3298 -0.7918 -0.03
```

The computed energies, referenced to the most stable structure and given in kcal/mol, are run i 56.8; run ii 0.0; run iii 10.6.